C4H8O2S | the ωB97M-V functional and the def2-TZVPD basis

Values from the calculation:
Energy (eV): -19201.18720
Relative energy (zero: lowest compared OMol25 entry of this formula, charge and spin) (kJ/mol): 261.8
LUMO (spin up / spin down) (eV): 0.6 / -1.5
<S²>: 2.029

```
! wB97M-V def2-TZVPD RIJCOSX def2/J DEFGRID3
* xyz 0 3
C 1.1234 0.3659 0.6383
C -1.0309 -1.5648 0.0052
C -0.9927 0.9031 -1.1353
C -0.9846 -0.0660 0.0405
O 3.1477 1.7397 1.5177
O 1.9207 -0.5541 0.1630
S 1.6362 1.6731 1.5410
H -1.1203 -2.0091 -0.9211
H -0.1077 -1.9522 0.3665
H -1.8980 -1.9322 0.7229
H -0.5302 0.2990 -1.9670
H -1.9587 1.1984 -1.4090
H -0.5063 1.8190 -0.8440
H -1.5558 0.4346 0.9863
H 2.8573 -0.3544 0.2948
*
```

C39H60F6GeKN4P4 | the ωB97M-V functional and the def2-TZVPD basis

Values from the calculation:
Energy (eV): -173680.54145
Relative energy (zero: lowest compared OMol25 entry of this formula, charge and spin) (kJ/mol): 78.3
LUMO (eV): -4.9

```
! wB97M-V def2-TZVPD RIJCOSX def2/J DEFGRID3
* xyz 1 1
K -2.0878 1.4038 -0.8839
C -2.1645 -2.0373 3.7145
C -2.5215 -1.4377 2.3567
C -2.2426 -2.4512 1.2416
P -1.6868 0.1839 1.9543
C -0.1985 0.2974 3.0213
N 0.9096 -0.2229 2.2617
Ge 0.6398 -0.8014 0.4098
N 1.9072 0.3164 -0.4620
C 1.5340 1.5225 -1.1789
P 0.5029 2.6281 -0.1111
C 0.2940 4.0431 -1.3157
C 1.5578 4.7591 -1.7904
C -0.7267 5.0575 -0.7865
C 1.7669 3.0784 1.1959
C 1.3737 4.3737 1.9123
C 3.2369 3.1056 0.7789
C 3.0085 -0.3988 -0.9049
C 3.8358 -0.0223 -1.9688
C 4.9804 -0.7447 -2.2585
C 5.3075 -1.8785 -1.5305
C 4.4659 -2.2984 -0.5134
C 3.3427 -1.5590 -0.1927
N 2.4144 -1.9628 0.8774
C 2.8576 -1.5982 2.2137
C 4.0326 -2.0471 2.7903
C 4.3304 -1.7399 4.1089
C 3.4425 -0.9716 4.8440
C 2.2894 -0.4749 4.2612
C 1.9857 -0.7687 2.9271
C 2.0521 -3.3557 0.6710
C 2.5192 -4.4397 1.3908
C 2.1942 -5.7301 0.9964
C 1.3868 -5.9275 -0.1142
C 0.8404 -4.8475 -0.7796
C 1.1457 -3.5341 -0.3876
N 0.6525 -2.4077 -0.9955
C -0.4078 -2.6390 -1.9497
P -1.4076 -1.1395 -2.3511
C -0.4978 -0.5223 -3.8688
C -0.8499 0.9396 -4.1726
C -0.6719 -1.3811 -5.1214
C -2.9443 -1.9405 -3.0463
C -3.8463 -0.8944 -3.7092
C -3.7524 -2.6734 -1.9735
C -2.8501 1.4739 2.6224
C -2.2037 2.8645 2.5942
C -3.3702 1.1472 4.0227
H -2.7748 -2.9247 3.8901
H -2.3459 -1.3456 4.5363
H -1.1176 -2.3492 3.7353
H -3.5875 -1.1894 2.3334
H -1.2281 -2.8571 1.3327
H -2.3469 -1.9893 0.2608
H -2.9410 -3.2870 1.3025
H -0.3582 -0.2571 3.9503
H -0.0560 1.3570 3.2623
H 0.9739 1.2919 -2.0949
H 2.4278 2.0674 -1.4735
H -0.1638 3.5454 -2.1822
H 2.0310 5.2971 -0.9693
H 1.2846 5.4946 -2.5495
H 2.2884 4.0859 -2.2395
H -0.3248 5.6142 0.0604
H -1.6592 4.5832 -0.4790
H -0.9679 5.7724 -1.5745
H 1.6506 2.2520 1.9065
H 1.6040 5.2455 1.2989
H 1.9366 4.4659 2.8426
H 0.3103 4.4018 2.1565
H 3.4274 3.8360 -0.0068
H 3.5844 2.1276 0.4471
H 3.8426 3.3838 1.6442
H 3.5940 0.8343 -2.5808
H 5.6129 -0.4263 -3.0764
H 6.2005 -2.4433 -1.7584
H 4.6839 -3.2187 0.0115
H 4.7417 -2.6226 2.2138
H 5.2483 -2.1029 4.5494
H 3.6559 -0.7365 5.8784
H 1.6523 0.1901 4.8280
H 3.1383 -4.3017 2.2620
H 2.5939 -6.5708 1.5460
H 1.1697 -6.9308 -0.4556
H 0.2082 -5.0221 -1.6385
H -1.0953 -3.4204 -1.6086
H 0.0467 -2.9708 -2.8901
H 0.5539 -0.5737 -3.5562
H -1.9146 1.0612 -4.3736
H -0.2998 1.2779 -5.0520
H -0.5849 1.5965 -3.3429
H -1.6723 -1.2718 -5.5381
H -0.4876 -2.4396 -4.9337
H 0.0375 -1.0520 -5.8825
H -2.6116 -2.6642 -3.7960
H -4.1015 -0.0910 -3.0161
H -4.7820 -1.3666 -4.0123
H -3.4001 -0.4505 -4.5975
H -4.1715 -1.9590 -1.2618
H -3.1748 -3.4218 -1.4314
H -4.5904 -3.1876 -2.4461
H -3.6921 1.4750 1.9222
H -1.5924 3.0262 3.4838
H -2.9818 3.6270 2.5752
H -1.5819 3.0035 1.7102
H -2.5528 0.9891 4.7291
H -4.0243 0.2764 4.0357
H -3.9487 2.0024 4.3759
F -3.4819 3.0949 -0.1320
P -4.6066 2.7469 -1.3125
F -5.7608 2.7855 -0.2332
F -3.2945 2.6037 -2.3411
F -4.7317 4.2762 -1.6632
F -4.3031 1.1339 -0.9096
F -5.5659 2.2758 -2.4721
*
```

C22H39F5IrN4OSeSi | the ωB97M-V functional and the def2-TZVPD basis

Values from the calculation:
Energy (eV): -121092.59829
LUMO (spin up / spin down) (eV): -9.1 / -8.8
<S²>: 0.785

```
! wB97M-V def2-TZVPD RIJCOSX def2/J DEFGRID3
* xyz 2 2
Ir -1.2108 0.0459 1.3218
N -1.1539 0.0496 3.6279
C -1.6216 -1.2200 4.2093
C -2.7873 -1.7164 3.3863
N -2.3423 -1.8644 1.9801
H -0.2710 0.3265 4.0454
H -1.8177 0.7938 3.8319
H -1.9158 -1.1092 5.2527
H -0.8025 -1.9391 4.1599
H -3.5984 -0.9868 3.4125
H -3.1622 -2.6551 3.7943
H -3.1472 -1.9997 1.3726
H -1.7687 -2.7005 1.8870
C -3.0174 3.2043 -1.3993
Si -2.4699 3.2844 0.3956
C -1.5350 4.8944 0.7443
C -4.1511 3.5895 1.3516
O -1.7117 1.9982 0.9722
H -3.3860 4.1810 -1.7140
H -3.8164 2.4737 -1.5323
H -2.1796 2.9101 -2.0339
H -2.1046 5.7237 0.3254
H -0.5525 4.8522 0.2707
H -1.4098 5.0449 1.8162
H -4.6148 4.4589 0.8897
H -3.9162 3.7728 2.3986
H -4.7634 2.6970 1.2307
C 1.0565 -4.4332 2.6487
C 0.9439 -4.7144 1.1517
C 0.7970 -3.4481 0.3089
C 2.1189 -2.7034 0.1439
N 1.9972 -1.5860 -0.7920
C 1.6917 -0.3145 -0.4789
Se 1.3177 0.2846 1.2631
N 1.6323 0.4207 -1.5984
C 1.4920 1.8741 -1.7069
C 2.8169 2.5354 -2.0970
C 3.9257 2.4046 -1.0539
C 3.6408 3.1764 0.2339
C 1.8437 -0.4168 -2.6802
C 1.7997 -0.1778 -4.0523
C 2.0068 -1.2610 -4.8760
C 2.2667 -2.5437 -4.3585
C 2.3084 -2.7825 -3.0035
C 2.0786 -1.6920 -2.1677
H 1.1518 -5.3649 3.2040
H 0.1629 -3.9165 3.0153
H 1.9280 -3.8194 2.8834
H 0.0819 -5.3583 0.9700
H 1.8241 -5.2700 0.8189
H 0.0741 -2.7644 0.7700
H 0.4177 -3.7045 -0.6823
H 2.8821 -3.3779 -0.2428
H 2.4591 -2.3075 1.0975
H 1.1246 2.2547 -0.7555
H 0.7404 2.0759 -2.4699
H 2.6136 3.5939 -2.2735
H 3.1561 2.1057 -3.0419
H 4.8410 2.7960 -1.4992
H 4.1128 1.3474 -0.8352
H 3.3108 4.1919 0.0067
H 4.5387 3.2445 0.8468
H 2.8700 2.6963 0.8392
H 1.5967 0.8048 -4.4553
H 1.9671 -1.1253 -5.9480
H 2.4283 -3.3623 -5.0461
H 2.4993 -3.7740 -2.6157
F -1.1600 0.6802 -1.4478
C -1.5478 -0.4206 -0.7285
F -0.9113 -1.4544 -1.3162
C -3.0602 -0.5857 -0.9751
F -3.7365 0.2130 -0.1107
F -3.4404 -0.2837 -2.1960
F -3.4318 -1.8473 -0.6944
*
```

C24H37BF4O6P | the ωB97M-V functional and the def2-TZVPD basis

Values from the calculation:
Energy (eV): -58599.58096
LUMO (eV): 2.5

```
! wB97M-V def2-TZVPD RIJCOSX def2/J DEFGRID3
* xyz -1 1
C 2.5936 -4.4261 -1.8467
C 2.3323 -3.1464 -1.2803
C 2.4474 -1.8069 -2.0848
C 1.2896 -0.7581 -1.6571
C 1.9769 0.1067 -0.5437
F 2.7519 1.0763 -1.2238
F 2.8725 -0.5857 0.2490
C 1.0215 0.9139 0.4225
F -0.3190 0.6783 0.2562
F 1.3162 0.5221 1.7484
O 0.2422 -1.6502 -1.3136
B -0.5992 -1.7406 -2.5440
P -2.3435 -2.4746 -2.1765
C -3.0234 -3.4826 -3.6106
C -3.5696 -1.1543 -1.6053
O -0.4293 -0.6108 -3.4805
C 0.7259 0.0592 -2.9352
C 0.0925 1.4914 -2.6173
C -1.2613 1.7329 -2.5325
C 1.7306 0.3973 -4.1039
O 1.0515 0.8558 -5.3129
C 1.3464 2.1783 -5.5912
C 0.2122 3.1194 -5.5250
C 0.3346 4.5419 -5.7516
C 1.6646 5.0757 -6.0477
C 2.7771 4.1591 -6.1381
C 2.6611 2.7072 -5.9106
H 1.7511 -4.9382 -2.3791
H 3.6271 -4.8375 -1.7680
H 2.0118 -3.0098 -0.2048
H 3.4765 -1.3714 -2.0421
H 2.2465 -2.1101 -3.1557
H 1.2186 2.0205 0.4102
H -0.0258 -2.6478 -3.1418
H -4.0290 -3.1248 -3.9792
H -2.3172 -3.6031 -4.4713
H -3.2016 -4.5239 -3.2147
H -4.0808 -1.5707 -0.6896
H -4.3762 -0.9158 -2.3485
H -3.0327 -0.2306 -1.2753
H 0.8251 2.3323 -2.4446
H -1.6234 2.2310 -1.5906
H -1.9575 1.5019 -3.3764
H 2.3759 -0.4586 -4.4301
H 2.4443 1.1957 -3.7462
H -0.8052 2.7244 -5.2909
H -0.5854 5.1722 -5.6865
H 1.7789 6.1780 -6.1946
H 3.8059 4.5429 -6.3538
H 3.5351 2.0239 -5.9756
C -1.8298 -1.4643 9.0824
O -1.9228 -0.8704 7.8059
C -2.1869 0.5241 7.8755
C -1.6944 1.2257 6.6205
O -0.2862 1.4434 6.6073
C 0.5298 0.2914 6.3945
C 0.4937 -0.2211 4.9653
O -0.6957 -0.9580 4.7273
C -1.0637 -0.9583 3.3585
H -2.7838 -1.3825 9.6155
H -1.5892 -2.5189 8.9488
H -1.0300 -0.9974 9.6673
H -1.6972 0.9643 8.7520
H -3.2736 0.6533 7.9674
H -2.1392 2.2248 6.6006
H -2.0232 0.7150 5.7141
H 0.2975 -0.4955 7.1134
H 1.5509 0.6222 6.6058
H 1.3436 -0.8940 4.7947
H 0.5672 0.6266 4.2742
H -1.2267 0.0649 3.0044
H -2.0002 -1.5070 3.2588
H -0.2973 -1.4483 2.7521
*
```